No. 1
Molecular formula: C9H14
Method: DFT, ωB97M-V with the def2-TZVPD basis set

Output
net charge: 0
Kohn-Sham gap: 9.70 eV
SMILES: Cc1ccccc1.CC
relative energy (zero: lowest compared OMol25 entry of this formula, charge and spin): 2.617 eV
highest occupied orbital energy: -8.74 eV

XYZ file:
```
23
C9H14 ωB97M-V with the def2-TZVPD basis set
C 1.01 -1.02 -0.30
C 1.14 1.48 2.53
C 0.10 2.40 2.26
C 1.43 0.54 1.66
C 0.74 0.21 0.53
C -0.36 2.24 0.90
C -0.11 1.26 0.03
H 1.50 1.54 3.44
H -0.21 3.04 3.09
H 2.24 -0.17 1.94
H -0.85 3.10 0.69
H 0.43 -1.95 0.04
H 2.15 -1.12 -0.28
H -0.45 1.34 -0.93
H 0.64 -0.94 -1.32
C -1.62 -2.25 -3.53
C -1.64 -3.02 -2.27
H -2.32 -1.42 -3.51
H -0.50 -1.96 -3.64
H -1.92 -2.80 -4.37
H -0.74 -3.70 -2.28
H -2.51 -3.65 -2.17
H -1.61 -2.42 -1.55
```

Here are the Löwdin charges for atoms 1 to 8, given in e: -0.055 -0.112 -0.021 -0.111 -0.257 -0.112 -0.032 0.059

No. 2
Molecular formula: C35H40CsN3O2S5
Method: DFT, ωB97M-V with the def2-TZVPD basis set

Output
net charge: -2
Kohn-Sham gap: 6.45 eV
relative energy (zero: lowest compared OMol25 entry of this formula, charge and spin): 0.243 eV
highest occupied orbital energy: -2.73 eV

XYZ file:
```
86
C35H40CsN3O2S5 ωB97M-V with the def2-TZVPD basis set
Cs -0.86 0.28 -0.43
C 3.68 0.47 -0.94
C 4.02 -0.84 -1.66
C 5.54 -1.00 -1.74
C 3.33 -0.92 -3.01
C 4.03 -0.72 -4.18
C 3.39 -0.74 -5.42
C 2.03 -0.95 -5.45
C 1.28 -1.16 -4.29
C -0.23 -1.28 -4.48
C -0.89 -2.46 -3.77
C -0.90 0.04 -4.09
C 1.93 -1.16 -3.05
N 1.26 -1.33 -1.82
C 1.48 -2.48 -1.20
O 2.03 -3.50 -1.66
C 1.04 -2.56 0.26
C 0.88 -3.82 0.83
C 0.56 -3.90 2.18
C 0.43 -2.73 2.92
C 0.59 -1.52 2.27
N 0.89 -1.44 0.97
C 0.42 -0.23 3.06
O 0.66 -0.29 4.29
N 0.03 0.81 2.35
C -0.05 2.04 3.02
C 0.89 3.04 2.71
C 0.80 4.29 3.30
C -0.22 4.58 4.20
C -1.15 3.60 4.51
C -1.09 2.34 3.93
C -2.13 1.30 4.28
C -2.05 0.90 5.76
C -3.54 1.78 3.92
C 2.01 2.74 1.73
C 1.90 3.62 0.47
C 3.39 2.90 2.38
H 4.13 0.50 0.06
H 2.60 0.55 -0.82
H 4.05 1.32 -1.51
H 3.65 -1.67 -1.05
H 6.02 -0.16 -2.24
H 5.82 -1.92 -2.27
H 5.95 -1.06 -0.73
H 5.10 -0.55 -4.15
H 3.95 -0.59 -6.33
H 1.51 -0.96 -6.41
H -0.38 -1.44 -5.56
H -0.87 -2.33 -2.69
H -0.37 -3.40 -3.99
H -1.94 -2.54 -4.08
H -0.66 0.18 -3.05
H -1.98 0.02 -4.19
H -0.49 0.88 -4.66
H 1.03 -4.69 0.21
H 0.42 -4.86 2.65
H 0.21 -2.73 3.98
H 1.53 5.05 3.06
H -0.28 5.56 4.66
H -1.94 3.83 5.21
H -1.92 0.41 3.69
H -2.27 1.76 6.41
H -1.04 0.54 5.98
H -2.76 0.11 5.98
H -3.82 2.67 4.50
H -4.28 1.00 4.13
H -3.61 2.04 2.86
H 1.90 1.70 1.42
H 2.01 4.68 0.72
H 0.93 3.49 -0.01
H 2.68 3.35 -0.25
H 3.56 3.93 2.70
H 4.17 2.63 1.67
H 3.47 2.25 3.25
C -4.29 -3.28 -1.99
S -5.19 -2.43 -3.31
C -6.21 -1.37 -2.37
C -5.78 -0.32 -1.62
S -4.19 0.23 -1.36
S -7.11 0.54 -0.83
C -8.44 -0.42 -1.35
S -10.01 -0.16 -0.90
S -7.94 -1.68 -2.39
H -3.55 -3.93 -2.46
H -4.98 -3.88 -1.39
H -3.79 -2.54 -1.37
```

Here are the Löwdin charges for atoms 1 to 8, given in e: 0.978 -0.060 -0.358 -0.093 -0.124 -0.058 -0.112 -0.068

No. 3
Molecular formula: C33H45BrFeI2O3PSSi4Te
Method: DFT, ωB97M-V with the def2-TZVPD basis set

Output
net charge: 0
Kohn-Sham gap (alpha / beta): 6.50 / 6.50 eV
highest occupied orbital energy (alpha / beta): -7.90 / -8.02 eV
multiplicity: 6

XYZ file:
```
92
C33H45BrFeI2O3PSSi4Te ωB97M-V with the def2-TZVPD basis set
Fe 0.12 -0.12 -0.49
O 2.16 -1.39 1.28
S 1.18 -0.93 2.26
O 0.95 -1.73 3.42
O -0.08 -0.54 1.55
C 1.82 0.64 2.82
C 1.83 0.93 4.17
C 2.34 2.15 4.60
C 2.82 3.07 3.68
C 2.79 2.78 2.32
C 2.29 1.56 1.88
P 2.19 1.19 0.11
C 1.97 2.84 -0.63
C 2.77 3.32 -1.66
C 2.48 4.53 -2.27
C 1.39 5.27 -1.86
C 0.58 4.80 -0.83
C 0.87 3.59 -0.22
C 3.84 0.61 -0.38
C 4.82 0.41 0.60
C 6.08 -0.04 0.23
C 6.38 -0.29 -1.10
C 5.40 -0.10 -2.07
C 4.14 0.33 -1.71
H 1.46 0.19 4.87
H 2.35 2.39 5.66
H 3.22 4.02 4.01
H 3.16 3.51 1.61
H 3.65 2.76 -1.98
H 3.12 4.89 -3.06
H 1.16 6.21 -2.34
H -0.28 5.37 -0.50
H 0.22 3.24 0.58
H 4.60 0.59 1.64
H 6.83 -0.20 1.00
H 7.36 -0.63 -1.38
H 5.63 -0.31 -3.11
H 3.38 0.45 -2.47
C 3.05 1.53 -5.84
Si 2.22 -0.08 -6.36
C 1.99 -0.13 -8.23
C 3.26 -1.54 -5.80
Si 0.08 -0.16 -5.40
Te 0.45 -0.35 -2.92
Si -1.13 1.84 -5.73
C -0.38 3.22 -4.70
C -1.04 2.28 -7.56
C -2.93 1.57 -5.25
Si -1.14 -2.06 -6.05
C -1.75 -1.78 -7.81
C -0.02 -3.56 -5.97
C -2.59 -2.32 -4.89
H 4.14 1.46 -5.97
H 2.86 1.77 -4.80
H 2.70 2.37 -6.44
H 2.96 0.04 -8.71
H 1.30 0.63 -8.60
H 1.62 -1.10 -8.56
H 4.32 -1.28 -5.84
H 3.10 -2.40 -6.46
H 3.03 -1.86 -4.79
H 0.53 3.61 -5.16
H -0.12 2.90 -3.69
H -1.09 4.05 -4.60
H -0.03 2.57 -7.86
H -1.70 3.13 -7.75
H -1.36 1.47 -8.21
H -3.04 1.10 -4.27
H -3.45 0.95 -5.97
H -3.45 2.53 -5.20
H -0.95 -1.51 -8.50
H -2.50 -0.98 -7.85
H -2.22 -2.69 -8.18
H 0.76 -3.54 -6.74
H -0.60 -4.48 -6.11
H 0.48 -3.63 -5.00
H -3.29 -1.48 -4.92
H -2.25 -2.43 -3.86
H -3.13 -3.22 -5.17
I -0.56 -2.69 -0.93
I -1.19 -4.30 1.19
Br -4.70 4.53 0.03
C -3.42 3.16 -0.16
C -2.86 2.92 -1.41
C -1.90 1.93 -1.53
C -1.48 1.15 -0.45
C -2.08 1.41 0.78
C -3.04 2.40 0.93
H -3.16 3.51 -2.26
H -1.46 1.78 -2.51
H -1.81 0.84 1.66
H -3.50 2.59 1.90
```

Here are the Löwdin charges for atoms 1 to 8, given in e: 0.100 -0.352 0.429 -0.289 -0.490 -0.255 -0.038 -0.056

No. 4
Molecular formula: C5H34O14S
Method: DFT, ωB97M-V with the def2-TZVPD basis set

Output
net charge: 0
Kohn-Sham gap: 8.12 eV
relative energy (zero: lowest compared OMol25 entry of this formula, charge and spin): 0.000 eV
highest occupied orbital energy: -7.92 eV

XYZ file:
```
54
C5H34O14S ωB97M-V with the def2-TZVPD basis set
O -0.77 0.57 -0.45
C -0.28 1.24 -1.35
O -0.37 0.79 -2.60
C 0.65 2.41 -1.26
C 2.08 2.07 -0.86
C 2.35 1.46 0.52
S 2.67 2.67 1.88
C 2.31 1.62 3.37
H -0.93 -0.01 -2.75
H 0.74 2.88 -2.25
H 0.22 3.15 -0.56
H 2.82 2.86 -1.07
H 2.52 1.28 -1.54
H 1.50 0.91 0.95
H 3.15 0.71 0.44
H 3.16 1.79 4.01
H 1.27 1.72 3.69
H 2.32 0.58 3.03
H -1.71 3.16 1.20
H -1.70 4.65 1.53
O -1.29 4.02 0.93
H 2.11 -1.24 0.92
H 2.43 -1.79 2.31
O 2.07 -1.01 1.88
H -1.55 1.33 1.04
H -2.35 1.30 2.37
O -2.36 1.69 1.49
H -0.52 -2.30 -2.55
H -0.64 -3.22 -1.25
O -0.03 -2.63 -1.77
H 1.47 -2.44 -0.66
H 2.97 -2.58 -0.95
O 2.32 -2.59 -0.22
H 0.39 -0.54 2.53
H -0.14 -0.36 4.02
O -0.39 -0.33 3.09
H -1.79 -1.45 -4.43
H -2.58 -1.62 -3.03
O -1.75 -1.29 -3.49
H -1.38 -1.35 1.82
H -2.54 -2.14 1.46
O -1.64 -2.29 1.81
H -1.20 -3.50 0.67
H -0.98 -4.94 0.33
O -1.30 -4.12 -0.09
H -3.60 0.25 0.35
H -2.56 0.03 -0.62
O -3.35 -0.44 -0.28
H -3.97 -1.52 -1.48
H -3.44 -2.90 -1.70
O -3.83 -2.17 -2.20
H 2.58 -1.81 -3.11
H 1.37 -0.95 -2.74
O 2.34 -0.98 -2.68
```

Here are the Löwdin charges for atoms 1 to 8, given in e: 0.041 -0.457 0.107 -0.085 -0.231 -0.494 0.789 -0.392

No. 5
Molecular formula: CHF2NO3
Method: DFT, ωB97M-V with the def2-TZVPD basis set

Output
net charge: 0
Kohn-Sham gap: 11.82 eV
SMILES: O=[N+]([O-])C(O)(F)F
relative energy (zero: lowest compared OMol25 entry of this formula, charge and spin): 1.391 eV
highest occupied orbital energy: -11.73 eV

XYZ file:
```
8
CHF2NO3 ωB97M-V with the def2-TZVPD basis set
C 0.22 0.44 -0.08
N -1.04 -0.39 0.23
O -2.05 0.20 0.14
O -0.86 -1.47 0.64
O 1.17 -0.75 -0.33
F -0.14 1.28 -1.00
F 0.65 1.12 1.02
H 2.05 -0.43 -0.61
```

Charges per atom according to Löwdin partitioning, unit e: -0.450 -0.361 0.145 0.148 0.049 0.206 0.151 0.112

No. 6
Molecular formula: C5H8O2
Method: DFT, ωB97M-V with the def2-TZVPD basis set

Output
net charge: 0
Kohn-Sham gap: 10.43 eV
SMILES: C=CCOCC=O
relative energy (zero: lowest compared OMol25 entry of this formula, charge and spin): 2.077 eV
highest occupied orbital energy: -9.50 eV

XYZ file:
```
15
C5H8O2 ωB97M-V with the def2-TZVPD basis set
C -2.08 -0.05 1.09
C -1.72 -0.35 -0.15
O 0.52 1.82 -0.80
C 1.56 1.23 -0.61
C 1.72 -0.05 0.19
O 0.55 -0.71 0.54
C -0.38 -0.94 -0.51
H -1.40 -0.20 1.92
H -3.06 0.36 1.30
H -2.40 -0.18 -0.99
H 2.52 1.61 -1.04
H -0.02 -0.52 -1.46
H 2.43 -0.70 -0.34
H 2.21 0.24 1.13
H -0.48 -2.02 -0.65
```

Here are the Löwdin charges for atoms 1 to 8, given in e: 0.012 -0.151 0.070 -0.231 -0.191 -0.140 -0.224 0.063

No. 7
Molecular formula: C5H13NO
Method: DFT, ωB97M-V with the def2-TZVPD basis set

Output
net charge: 0
Kohn-Sham gap: 10.84 eV
SMILES: CC(N)=O.CCC
relative energy (zero: lowest compared OMol25 entry of this formula, charge and spin): 0.533 eV
highest occupied orbital energy: -10.05 eV

XYZ file:
```
20
C5H13NO ωB97M-V with the def2-TZVPD basis set
C -1.89 -0.95 0.22
C -2.18 -1.99 1.32
C -1.51 0.43 0.80
H -1.03 -1.29 -0.34
H -2.81 -0.90 -0.37
H -2.81 -1.59 2.12
H -0.54 0.38 1.29
H -1.38 1.04 -0.10
H -1.27 -2.31 1.82
H -2.67 -2.85 0.85
H -2.25 0.89 1.45
C 2.56 1.40 0.01
C 1.81 1.37 -1.31
O 1.02 2.15 -1.77
N 2.27 0.34 -2.16
H 3.55 1.09 -0.27
H 2.09 0.85 0.82
H 1.60 -0.08 -2.79
H 2.89 -0.43 -1.91
H 2.54 2.45 0.31
```

Here are the Löwdin charges for atoms 1 to 8, given in e: -0.310 -0.135 -0.117 0.091 0.095 0.067 0.057 0.062

No. 8
Molecular formula: C31H33N6OS3Sn
Method: DFT, ωB97M-V with the def2-TZVPD basis set

Output
net charge: +3
Kohn-Sham gap: 6.26 eV
relative energy (zero: lowest compared OMol25 entry of this formula, charge and spin): 0.223 eV
highest occupied orbital energy: -15.97 eV

XYZ file:
```
75
C31H33N6OS3Sn ωB97M-V with the def2-TZVPD basis set
Sn -0.13 0.35 -0.09
C -1.48 3.06 -1.92
C -0.45 3.87 -1.14
S 0.16 3.00 0.33
C 1.96 3.14 0.22
C 2.62 2.60 -1.05
S 2.25 0.86 -1.38
C 1.71 0.86 -3.11
C 0.52 1.75 -3.46
S -0.95 1.42 -2.46
H -1.80 3.61 -2.80
H -2.38 2.86 -1.32
H -0.93 4.78 -0.79
H 0.39 4.16 -1.75
H 2.33 2.64 1.11
H 2.19 4.20 0.33
H 3.70 2.67 -0.92
H 2.36 3.19 -1.93
H 1.51 -0.18 -3.33
H 2.57 1.15 -3.72
H 0.24 1.57 -4.50
H 0.76 2.81 -3.38
C 2.36 -3.23 0.95
C 1.44 -2.25 0.32
N 1.20 -1.10 0.83
N 1.80 -0.67 1.96
C 1.09 0.30 2.50
O -0.04 0.68 1.97
C 1.59 1.00 3.68
C 2.83 0.65 4.23
C 3.30 1.32 5.34
C 2.54 2.34 5.91
C 1.30 2.69 5.37
C 0.83 2.02 4.25
C 0.71 -2.56 -0.94
C 0.98 -3.75 -1.60
C 0.30 -4.06 -2.77
C -0.65 -3.16 -3.24
C -0.87 -1.99 -2.54
N -0.20 -1.68 -1.41
H 2.66 -2.88 1.94
H 3.25 -3.36 0.34
H 1.87 -4.20 1.04
H 3.41 -0.15 3.79
H 4.25 1.05 5.78
H 2.90 2.86 6.79
H 0.71 3.47 5.83
H -0.14 2.27 3.84
H 1.72 -4.43 -1.20
H 0.50 -4.98 -3.29
H -1.22 -3.36 -4.13
H -1.61 -1.30 -2.89
C -4.08 1.23 1.56
C -2.76 1.24 1.16
N -2.29 0.32 0.29
C -3.11 -0.62 -0.19
C -4.45 -0.69 0.16
C -4.93 0.25 1.07
C -5.33 -1.78 -0.31
C -5.48 -2.25 -1.55
C -4.90 -1.75 -2.82
C -4.89 -2.58 -3.93
C -4.36 -2.06 -5.11
N -3.93 -0.81 -5.19
C -4.04 -0.08 -4.08
N -4.47 -0.49 -2.89
H -4.42 1.97 2.26
H -2.06 1.96 1.55
H -2.69 -1.36 -0.85
H -5.96 0.21 1.40
H -5.93 -2.24 0.46
H -6.16 -3.09 -1.67
H -5.28 -3.59 -3.89
H -4.31 -2.66 -6.01
H -3.76 0.96 -4.17
```

Here are the Löwdin charges for atoms 1 to 8, given in e: 1.092 -0.444 -0.422 0.960 -0.429 -0.422 0.952 -0.451

What are the electronic energy values for these records? In order: -351.23402, -3683.71787, -8108.96743, -1662.50285, -518.78486, -345.72865, -328.29926, -3012.84201 Eh.